(1)
Molecular formula: C7H12
Method: DFT, wB97M-V/def2-TZVPD

Geometry as ORCA input:
```
! wB97M-V def2-TZVPD RIJCOSX def2/J DEFGRID3
* xyz 0 1
C 1.7779 -0.5269 -1.0825
C 1.2759 0.7182 -0.3866
C -0.1564 1.1846 -0.4351
C -1.2458 0.1856 -0.8296
C -1.5206 -0.7522 0.3329
C -0.3044 -0.5954 1.2286
C 0.4370 0.6928 0.8652
H 2.0213 -0.3114 -2.1289
H 2.6862 -0.8990 -0.5953
H 1.0485 -1.3432 -1.0797
H 2.0000 1.5325 -0.4102
H -0.3488 2.2425 -0.5984
H -2.1598 0.6684 -1.1872
H -0.9285 -0.4743 -1.6535
H -2.5456 0.5415 1.2955
H -2.6723 -0.2238 1.0624
H 0.3026 -1.4950 1.0356
H -0.5684 -0.6541 2.2885
H 0.6834 1.3845 1.6673
*
```

Properties
- Largest force on an atom: 0.4 eV/Å
- DFT total energy: -273.725629 Ha

=====

(2)
Molecular formula: C21H23N3O5S
Method: DFT, wB97M-V/def2-TZVPD

Geometry as ORCA input:
```
! wB97M-V def2-TZVPD RIJCOSX def2/J DEFGRID3
* xyz 0 1
C 0.0934 2.9132 -4.7818
H -0.3008 1.9683 -5.1494
H -0.7272 3.5110 -4.3920
H 0.5521 3.4457 -5.6099
C 1.1297 2.6698 -3.6897
N 0.5593 1.9972 -2.5523
C 0.2373 0.6725 -2.4318
N -0.2893 0.3352 -1.3009
C -0.3480 1.4997 -0.5491
C -0.7744 1.6747 0.7257
C -1.3119 0.7231 1.6479
C -1.5722 1.1310 2.9576
C -2.0912 0.2484 3.8849
C -2.3894 -1.0578 3.5231
C -2.1466 -1.4840 2.1903
C -1.5998 -0.6024 1.2815
H -1.3779 -0.9046 0.2728
O -2.5037 -2.7638 1.9290
C -2.3644 -3.2385 0.6073
H -1.3213 -3.2301 0.2828
H -2.9714 -2.6480 -0.0872
H -2.7325 -4.2629 0.6280
O -2.9145 -1.9964 4.3472
C -3.1811 -1.6499 5.6834
H -3.5877 -2.5489 6.1438
H -2.2696 -1.3536 6.2130
H -3.9189 -0.8437 5.7517
H -2.2718 0.5899 4.8919
H -1.3594 2.1475 3.2528
H -0.6773 2.6926 1.0850
C 0.2078 2.6046 -1.3498
O 0.3764 3.7760 -1.0875
S 0.6061 -0.4555 -3.7042
C 0.2506 -1.9937 -2.8153
C 1.0064 -2.1680 -1.5012
O 0.5701 -2.9093 -0.6478
N 2.1886 -1.5368 -1.4139
H 2.4472 -0.8757 -2.1327
C 2.9136 -1.4442 -0.1620
C 2.6737 -0.1304 0.5092
C 2.1151 0.1885 1.7094
C 2.1687 1.6011 1.8077
C 2.7460 2.0359 0.6580
O 3.0553 0.9972 -0.1390
H 2.9674 3.0183 0.2919
H 1.8229 2.2021 2.6224
H 1.7106 -0.4938 2.4276
H 2.5554 -2.2484 0.4828
H 3.9807 -1.5791 -0.3693
H 0.5166 -2.8014 -3.4993
H -0.8181 -2.0391 -2.6071
H 1.9569 2.0671 -4.0792
H 1.5160 3.6218 -3.3149
*
```

Properties
- Structure (SMILES): CCN1C(=O)/C(=C/c2ccc(OC)c(OC)c2)N=C1SCC(=O)NCc1ccco1
- Largest force on an atom: 1.2 eV/Å
- DFT total energy: -1752.688339 Ha

=====

(3)
Molecular formula: C18H24BF6O8P
Method: DFT, wB97M-V/def2-TZVPD

Geometry as ORCA input:
```
! wB97M-V def2-TZVPD RIJCOSX def2/J DEFGRID3
* xyz 0 1
C 2.6207 -0.3224 -0.1270
C 1.4811 0.2642 -0.9619
P -0.2476 -0.3455 -0.6859
C -0.9888 0.9857 0.3415
C -1.5215 2.1137 -0.5712
C -0.1461 -1.7479 0.4953
C -0.4756 -2.9597 0.0456
C -0.4478 -4.1610 0.9256
O -0.3924 -5.2823 0.4660
C -0.4875 -3.9094 2.3910
C -0.1859 -2.7105 2.8873
B -0.2336 -2.3446 4.4317
O -1.3234 -1.7076 4.9507
O 0.7733 -2.6296 5.2962
C 0.2222 -1.6178 1.9409
O 0.8114 -0.6522 2.3760
H 2.5688 0.0144 0.9047
H 2.6126 -1.4143 -0.1475
H 3.5761 0.0081 -0.5393
H 1.6850 0.1010 -2.0181
H 1.4487 1.3469 -0.8109
H -1.8012 0.5496 0.9255
H -0.2518 1.3923 1.0363
H -1.3040 1.9273 -1.6246
H -2.6033 2.1900 -0.4834
H -1.1060 3.0777 -0.2869
H -0.7537 -3.1162 -0.9899
H -0.7692 -4.7448 3.0222
H -2.0550 -1.6718 4.3323
H 1.4857 -3.1366 4.9016
C -3.9559 2.5414 4.5867
C -5.1621 2.6017 3.6778
O -5.3383 3.9232 3.1128
C -4.5351 4.2384 2.1125
O -3.6962 3.5526 1.6074
C -4.8510 5.6721 1.6219
F -4.9061 6.5319 2.6425
F -6.0359 5.6869 0.9978
F -3.9217 6.0860 0.7708
H -4.0358 3.2890 5.3758
H -3.8967 1.5556 5.0483
H -3.0350 2.7176 4.0332
H -6.0824 2.4239 4.2286
H -5.0965 1.8794 2.8646
C 5.9367 -2.8769 -6.0231
C 5.2342 -2.5931 -4.7157
O 4.6285 -1.2775 -4.7116
C 3.4905 -1.1612 -5.3745
O 2.8935 -2.0160 -5.9576
C 2.9734 0.2930 -5.2607
F 3.9308 1.1758 -5.5555
F 2.5666 0.5259 -4.0019
F 1.9486 0.4903 -6.0763
H 6.6828 -2.1094 -6.2293
H 6.4384 -3.8426 -5.9631
H 5.2306 -2.9075 -6.8512
H 5.9372 -2.5640 -3.8868
H 4.4655 -3.3335 -4.4969
*
```

Properties
- Structure (SMILES): CCP(CC)C1=CC(=O)C=C(B(O)O)C1=O.CCOC(=O)C(F)(F)F.CCOC(=O)C(F)(F)F
- Largest force on an atom: 0.5 eV/Å
- DFT total energy: -2267.721442 Ha

=====

- Which of these has the lowest DFT total energy?
  C18H24BF6O8P

=====

What did the first record say?
Molecular formula: C7H12
Method: DFT, wB97M-V/def2-TZVPD

Geometry as ORCA input:
```
! wB97M-V def2-TZVPD RIJCOSX def2/J DEFGRID3
* xyz 0 1
C 1.7779 -0.5269 -1.0825
C 1.2759 0.7182 -0.3866
C -0.1564 1.1846 -0.4351
C -1.2458 0.1856 -0.8296
C -1.5206 -0.7522 0.3329
C -0.3044 -0.5954 1.2286
C 0.4370 0.6928 0.8652
H 2.0213 -0.3114 -2.1289
H 2.6862 -0.8990 -0.5953
H 1.0485 -1.3432 -1.0797
H 2.0000 1.5325 -0.4102
H -0.3488 2.2425 -0.5984
H -2.1598 0.6684 -1.1872
H -0.9285 -0.4743 -1.6535
H -2.5456 0.5415 1.2955
H -2.6723 -0.2238 1.0624
H 0.3026 -1.4950 1.0356
H -0.5684 -0.6541 2.2885
H 0.6834 1.3845 1.6673
*
```

Properties
- Largest force on an atom: 0.4 eV/Å
- DFT total energy: -273.725629 Ha